No. 1
{"formula": "C36H54F6FeN3O6S2", "method": "ωB97M-V/def2-TZVPD", "spin_multiplicity": 6, "elements": ["Fe", "C", "N", "C", "C", "C", "N", "C", "C", "C", "C", "C", "C", "C", "O", "C", "C", "C", "C", "C", "C", "C", "C", "C", "C", "C", "C", "C", "C", "C", "O", "C", "C", "C", "C", "C", "C", "C", "C", "H", "H", "H", "H", "H", "H", "H", "H", "H", "H", "H", "H", "H", "H", "H", "H", "H", "H", "H", "H", "H", "H", "H", "H", "H", "H", "H", "H", "H", "H", "H", "H", "H", "H", "H", "H", "H", "H", "H", "H", "H", "H", "H", "H", "H", "H", "H", "H", "H", "H", "H", "H", "H", "H", "F", "C", "F", "F", "S", "O", "O", "N", "S", "O", "O", "C", "F", "F", "F"], "coordinates": [[-0.05723, 0.21987, 0.26392], [-3.23143, 0.57047, 0.44052], [-2.64683, -0.14483, -0.68348], [-3.41173, 0.16617, -1.87798], [-2.55153, -1.58103, -0.45928], [-1.58383, -2.21843, -1.46468], [-0.20943, -1.79053, -1.21278], [0.48787, -1.36603, -2.44208], [-0.10343, -0.22583, -3.24208], [-0.27453, -0.39063, -4.60298], [-0.66983, 0.65757, -5.42948], [-0.88273, 1.89937, -4.83528], [-0.72753, 2.13957, -3.48488], [-0.33313, 1.05487, -2.64778], [-0.19323, 1.21487, -1.38698], [-0.91283, 3.56467, -2.96988], [-2.30093, 4.07367, -3.39148], [-0.80903, 3.74217, -1.45028], [0.19267, 4.43027, -3.59858], [-0.81803, 0.53767, -6.93698], [0.24857, 1.42927, -7.59378], [-0.62983, -0.89553, -7.44068], [-2.22303, 1.00427, -7.34648], [0.56987, -2.79433, -0.44958], [1.10757, -2.34523, 0.89402], [0.93587, -3.10563, 2.03342], [1.47267, -2.71043, 3.25392], [2.17467, -1.49813, 3.31002], [2.37947, -0.69603, 2.21412], [1.83447, -1.12143, 0.96182], [1.93187, -0.39663, -0.10078], [3.16277, 0.60667, 2.24362], [2.29247, 1.78987, 1.77642], [4.36937, 0.45997, 1.30292], [3.65767, 0.94717, 3.64952], [1.34117, -3.52673, 4.52702], [0.62767, -4.86993, 4.32352], [2.75267, -3.82263, 5.06692], [0.54477, -2.69873, 5.55412], [-4.28313, 0.29887, 0.60572], [-2.66703, 0.38707, 1.34952], [-3.19063, 1.63737, 0.23262], [-4.47003, -0.10243, -1.75968], [-3.34373, 1.23077, -2.07818], [-3.01513, -0.34853, -2.74648], [-2.15443, -1.73793, 0.54842], [-3.53853, -2.06943, -0.53648], [-1.67283, -3.31173, -1.41158], [-1.86133, -1.92353, -2.47808], [1.48187, -1.03523, -2.12358], [0.59137, -2.22963, -3.11708], [-0.06643, -1.35893, -5.03288], [-1.15643, 2.72487, -5.47148], [-3.07453, 3.42377, -2.98678], [-2.45923, 5.07697, -3.00358], [-2.41703, 4.10707, -4.47058], [-1.54203, 3.13737, -0.92198], [0.17997, 3.47547, -1.08728], [-0.98963, 4.78957, -1.20958], [0.14067, 4.42707, -4.68368], [0.10747, 5.45797, -3.25258], [1.16667, 4.04697, -3.30158], [1.24177, 1.12227, -7.27248], [0.19897, 1.35027, -8.67718], [0.10957, 2.47237, -7.32398], [0.36967, -1.26373, -7.22208], [-1.36523, -1.56243, -6.99578], [-0.76273, -0.92083, -8.52018], [-2.40043, 2.03867, -7.06758], [-2.34453, 0.91927, -8.42368], [-2.97663, 0.38777, -6.86048], [-0.05563, -3.67083, -0.26118], [1.42147, -3.11273, -1.06378], [0.36337, -4.01683, 1.96882], [2.56207, -1.18013, 4.26142], [2.10787, 1.75167, 0.70092], [1.34427, 1.80037, 2.31592], [2.81477, 2.71957, 1.99582], [4.03577, 0.15927, 0.31282], [4.89387, 1.40867, 1.22092], [5.05777, -0.29153, 1.68512], [2.81297, 1.04997, 4.32452], [4.34067, 0.18927, 4.02672], [4.18907, 1.89657, 3.62532], [1.14817, -5.49863, 3.60372], [0.59517, -5.39833, 5.27432], [-0.39613, -4.72263, 3.98892], [3.33357, -4.37583, 4.32852], [3.28297, -2.90743, 5.31382], [2.68857, -4.43143, 5.96682], [-0.51773, -2.83893, 5.38502], [0.77167, -3.01063, 6.56992], [0.75197, -1.63733, 5.46362], [-3.48533, -0.49163, 3.72082], [-2.25773, -0.81143, 4.14162], [-1.88313, -1.88283, 3.41902], [-2.34243, -1.19833, 5.40382], [-1.08113, 0.64147, 3.77732], [-0.62153, 0.22827, 2.45272], [-1.93343, 1.78007, 3.78432], [0.07217, 0.62227, 4.81862], [-0.26283, 1.54767, 6.10112], [-1.33423, 1.01777, 6.87572], [-0.21133, 2.94217, 5.83342], [1.30707, 1.23607, 7.10162], [1.16447, 1.74037, 8.32622], [2.35077, 1.84017, 6.53132], [1.62207, -0.05093, 7.23692]]}

No. 2
{"formula": "C36H54F6N13O4", "method": "ωB97M-V/def2-TZVPD", "charge": 1, "spin_multiplicity": 1, "elements": ["C", "C", "C", "C", "C", "C", "C", "O", "N", "C", "O", "C", "F", "F", "C", "F", "F", "C", "F", "F", "C", "O", "O", "H", "H", "H", "H", "H", "H", "H", "H", "H", "H", "H", "H", "H", "H", "H", "H", "H", "H", "C", "C", "N", "H", "H", "H", "C", "C", "N", "H", "H", "H", "C", "C", "N", "H", "H", "H", "C", "C", "N", "H", "H", "H", "C", "C", "N", "H", "H", "H", "C", "C", "N", "H", "H", "H", "C", "C", "N", "H", "H", "H", "C", "C", "N", "H", "H", "H", "C", "C", "N", "H", "H", "H", "C", "C", "N", "H", "H", "H", "C", "C", "N", "H", "H", "H", "C", "C", "N", "H", "H", "H"], "coordinates": [[4.39322, -1.39002, 0.64602], [4.33852, -0.02084, -0.03314], [3.65263, -0.16387, -1.40947], [3.60864, 0.95508, 0.90247], [3.75212, 2.46547, 0.58552], [3.91165, 3.30756, 1.86734], [2.64109, 3.01878, -0.30605], [1.34216, 2.53379, 0.18305], [0.43484, 2.46703, -0.86839], [-0.65907, 1.46611, -0.46288], [-0.34975, 0.38325, -0.19484], [-2.06776, 2.09619, -0.48846], [-1.89767, 3.41308, -0.19815], [-2.56078, 2.01372, -1.73037], [-3.07940, 1.51817, 0.54846], [-2.61469, 1.82733, 1.76803], [-4.21615, 2.19516, 0.32920], [-3.37195, -0.01650, 0.49841], [-2.53325, -0.62154, 1.34284], [-3.11897, -0.45892, -0.75604], [-4.83554, -0.33346, 0.91212], [-5.05648, -0.69312, 2.02075], [-5.69179, -0.19000, -0.09472], [3.37200, -1.77957, 0.76586], [4.84366, -1.32980, 1.64182], [4.94944, -2.12768, 0.05693], [5.37244, 0.32759, -0.17276], [3.17497, 0.76538, -1.73532], [2.89074, -0.95181, -1.35793], [4.36987, -0.43976, -2.18730], [3.99824, 0.81791, 1.91571], [2.55565, 0.65654, 0.94753], [4.65153, 2.57952, -0.04029], [3.40509, 2.81015, 2.70286], [3.46032, 4.29825, 1.75342], [4.96289, 3.43796, 2.12797], [2.61995, 4.11628, -0.28715], [2.75617, 2.67823, -1.34067], [0.05444, 3.39212, -1.09572], [0.88168, 2.06692, -1.71804], [-6.47044, 0.33964, 0.21796], [8.50088, 1.57225, 0.60213], [7.43578, 1.41510, 1.58248], [6.60497, 1.29150, 2.36501], [9.03849, 2.50167, 0.78032], [9.19972, 0.74105, 0.67545], [8.08643, 1.59140, -0.40460], [3.40405, -0.37492, -5.29538], [4.26319, -1.41801, -4.75838], [4.90462, -2.26010, -4.31357], [3.64641, -0.17519, -6.33749], [2.37106, -0.71400, -5.24619], [3.51195, 0.54527, -4.72207], [-8.23003, -2.81096, 0.22574], [-9.40026, -2.47980, -0.57533], [-10.31964, -2.21779, -1.21079], [-7.42500, -3.17338, -0.41198], [-7.87669, -1.92815, 0.75575], [-8.46767, -3.58279, 0.95662], [3.38612, -4.82501, -5.93939], [2.42389, -3.74729, -6.10863], [1.69814, -2.86843, -6.25287], [4.23240, -4.66922, -6.60608], [3.75611, -4.84808, -4.91707], [2.93064, -5.78756, -6.16217], [-1.17656, 3.51681, -4.26982], [-0.36986, 2.35472, -3.91717], [0.27679, 1.46269, -3.58886], [-0.96687, 3.81610, -5.29563], [-2.23465, 3.27726, -4.18439], [-0.94646, 4.35898, -3.61807], [3.47406, 7.82981, 3.90491], [4.22206, 7.12189, 2.87495], [4.83703, 6.56411, 2.08239], [3.24756, 8.84208, 3.57544], [2.54133, 7.31117, 4.11882], [4.06188, 7.88338, 4.81934], [-3.59321, 0.89057, 4.69579], [-3.70090, 1.19051, 6.11835], [-3.73689, 1.42523, 7.24110], [-3.03380, -0.03221, 4.54670], [-4.57761, 0.75995, 4.24928], [-3.08028, 1.70352, 4.18600], [3.36882, -3.04843, 4.41458], [4.09851, -3.63835, 3.30082], [4.67229, -4.10336, 2.42229], [3.04381, -2.03960, 4.15693], [2.49538, -3.65287, 4.65205], [4.00907, -2.99734, 5.29357], [-8.93375, -5.89778, -1.82142], [-8.75630, -6.55835, -0.53712], [-8.61605, -7.04567, 0.49237], [-9.52498, -4.99070, -1.69991], [-7.96430, -5.62874, -2.23896], [-9.44363, -6.54469, -2.53257], [1.93180, -6.88507, -1.99095], [2.60564, -7.29838, -3.21380], [3.14998, -7.62153, -4.17103], [1.39569, -5.95222, -2.15685], [1.22197, -7.64896, -1.67911], [2.66088, -6.73626, -1.19636], [-0.07829, 0.75232, 5.78023], [0.62437, 0.14937, 4.65696], [1.14394, -0.32000, 3.74656], [-0.24487, 1.81203, 5.59198], [-1.04355, 0.27005, 5.91844], [0.48814, 0.65152, 6.70379], [-9.10535, 2.80556, -1.58123], [-8.34271, 2.13823, -0.54004], [-7.74100, 1.62124, 0.28845], [-9.80364, 3.51070, -1.13386], [-8.43467, 3.34316, -2.24845], [-9.66666, 2.06970, -2.15456]]}

| no. | maximum force (eV Å⁻¹) | E (eV) |
| --- | --- | --- |
| 1 | 3.5 | -127325.4375 |
| 2 | 0.9 | -82061.9612 |